C35H46N6O4S2 | the ωB97M-V functional and the def2-TZVPD basis

Structure (XYZ):
```
93
Properties=species:S:1:pos:R:3:mulliken_charge:R:1
C 7.50179 -1.76844 -2.10643 -0.93
C 7.46198 -0.39106 -1.54364 0.80
O 8.07378 -0.09246 -0.56064 -0.56
O 6.69665 0.51950 -2.20040 -0.40
C 5.69773 1.12830 -1.38418 -0.95
C 4.51067 0.21936 -1.14919 0.25
C 3.66089 0.70121 0.01946 -1.22
C 2.15610 0.42773 -0.14540 -1.10
C 1.81829 -0.96649 -0.62208 1.00
C 2.53971 -2.00912 -0.10842 -0.90
C 2.28642 -3.33803 -0.51908 0.04
N 2.92568 -4.43496 -0.11291 -0.77
S 2.25584 -5.65038 -0.94905 0.11
N 1.16921 -4.85650 -1.78704 -0.79
C 1.27731 -3.55046 -1.48075 1.31
C 0.50483 -2.48727 -2.04121 -0.16
C -0.49604 -2.92205 -3.09455 -1.24
C -1.91560 -2.34286 -3.02357 0.20
C -2.32062 -1.70958 -4.37472 -0.88
S -3.68210 -0.52620 -4.28036 -0.19
C 0.78505 -1.21067 -1.61081 0.56
C 0.07849 -0.00582 -2.18663 -1.25
C -0.98139 0.66158 -1.27289 -0.45
O -0.79252 0.38397 0.12223 -0.31
C -1.56619 -0.62752 0.59911 0.65
C -3.03847 -0.39989 0.71405 -1.11
O -1.07528 -1.64470 0.96243 -0.42
H 6.50106 -2.16916 -2.24215 0.25
H 8.02716 -2.41027 -1.41339 0.34
H 8.01038 -1.81262 -3.06566 0.31
H 6.11367 1.47978 -0.44315 0.51
H 5.37166 2.01154 -1.92744 0.34
H 3.93793 0.07937 -2.06065 0.22
H 4.91713 -0.76012 -0.89838 0.11
H 3.96973 0.27561 0.96951 0.41
H 3.76930 1.78328 0.09600 0.58
H 1.66295 0.59418 0.80812 0.33
H 1.76290 1.19304 -0.80274 0.34
H 3.32365 -1.83001 0.61079 0.59
H -0.58261 -3.99673 -2.98355 0.41
H -0.04280 -2.77200 -4.07267 0.53
H -2.05149 -1.64210 -2.21588 -0.48
H -2.63467 -3.13882 -2.85554 0.59
H -1.44967 -1.21103 -4.78697 0.36
H -2.59648 -2.50931 -5.05101 0.41
H -3.23904 0.27747 -3.30736 0.08
H -0.39124 -0.22670 -3.13754 0.48
H 0.81427 0.76320 -2.38475 0.58
H -0.88893 1.73711 -1.37749 0.44
H -1.99049 0.36682 -1.54454 -0.04
H -3.31497 -0.12276 1.72506 0.29
H -3.53242 -1.34372 0.51774 0.34
H -3.42771 0.35265 0.03474 0.36
N -5.15310 1.62516 3.41278 0.02
C -6.26472 0.87325 3.14202 -0.51
C -7.11658 1.63656 2.39146 -0.62
C -6.49061 2.89770 2.19776 -0.30
C -5.28107 2.85927 2.83978 -0.66
H -4.36359 1.31754 3.94988 0.21
H -6.35213 -0.13648 3.50442 0.41
H -8.07835 1.32693 2.01972 0.43
H -6.88946 3.73688 1.65078 0.62
H -4.50361 3.59862 2.93721 0.42
N -4.98549 5.09627 -0.20274 0.14
C -5.65948 5.08952 -1.39238 -0.35
C -5.09290 6.03743 -2.20205 -0.57
C -4.03171 6.63807 -1.47136 -0.52
C -3.99092 6.03450 -0.24299 -0.42
H -5.19064 4.50216 0.57998 0.20
H -6.48050 4.41364 -1.55989 0.37
H -5.40291 6.27419 -3.20584 0.39
H -3.37536 7.42209 -1.80954 0.39
H -3.34243 6.19181 0.60177 0.36
N -1.12495 -7.20890 1.64768 0.00
C -1.32708 -7.05498 2.99161 -0.43
C -0.97714 -5.77296 3.32237 -0.90
C -0.55073 -5.12556 2.12949 0.11
C -0.65446 -6.03702 1.11471 -0.66
H -1.29340 -8.05134 1.13134 0.18
H -1.69890 -7.86639 3.59353 0.38
H -1.02196 -5.34473 4.30984 0.39
H -0.21022 -4.11072 2.02831 0.50
H -0.43846 -5.95699 0.06447 0.45
N 4.83896 3.66113 2.90462 0.03
C 4.57348 2.71550 3.85718 -0.53
C 3.46487 3.11788 4.55150 -0.39
C 3.04175 4.35509 3.99272 -0.39
C 3.90847 4.66192 2.97886 -0.53
H 5.59969 3.62646 2.25200 0.21
H 5.19466 1.84211 3.95788 0.41
H 3.00716 2.58590 5.36833 0.41
H 2.19870 4.95012 4.30095 0.41
H 3.94357 5.50248 2.30742 0.38
```

Properties
Gap between HOMO and LUMO   7.7 eV
Charge   0
Highest occupied orbital energy   -8.088 eV
Lowest unoccupied orbital energy   -0.4 eV
F_max   1.25 eV/Å
Electronic energy   -75840.9568 eV

C35H47B2F4N9NdS5 | the ωB97M-V functional and the def2-TZVPD basis

Structure (XYZ):
```
103
Properties=species:S:1:pos:R:3:mulliken_spin:R:1
Nd 14.03714 16.10768 9.63041 3.02
C 8.92134 15.49218 6.73696 0.00
C 9.38651 14.76863 7.92399 0.00
C 8.57781 13.84772 8.54226 0.00
C 8.94388 13.14514 9.69845 0.00
N 10.14501 13.43206 10.10627 0.00
N 10.93245 14.37684 9.58024 0.01
B 11.41805 13.70290 10.89671 0.00
N 12.47844 12.65843 10.79812 0.00
N 12.03874 11.57867 10.09899 0.00
C 12.87010 10.57818 9.98683 0.00
C 14.12485 10.53103 10.59225 0.00
C 14.60024 11.63478 11.23988 0.00
C 15.96698 11.66295 11.87559 0.00
C 13.71583 12.78822 11.30248 0.00
S 14.27107 14.28392 11.93425 0.00
C 12.41836 9.40035 9.17865 0.00
C 12.55154 8.13193 10.00623 0.00
C 13.40795 9.34272 8.01970 0.00
C 11.00444 9.53835 8.61792 0.00
N 11.32737 14.38627 12.26214 0.00
N 11.32396 13.39184 13.18165 0.00
C 11.48343 13.71108 14.42267 0.00
C 11.72577 15.08320 14.79021 0.00
C 11.61298 16.08282 13.87473 0.00
C 11.85941 17.52213 14.20837 0.00
C 11.42969 15.72147 12.50438 0.00
S 11.48639 16.83280 11.25156 0.00
C 11.54419 12.56362 15.43183 0.00
C 12.90204 11.87219 15.22213 0.00
C 10.37174 11.57553 15.17673 0.00
C 11.48204 13.10483 16.84900 0.00
C 10.69545 15.08490 8.47498 0.00
S 11.69078 16.27368 7.84785 0.00
C 8.09585 12.12382 10.51238 0.00
C 6.94963 12.91711 11.12514 0.00
C 7.61385 11.05173 9.51918 0.00
C 8.90706 11.50701 11.64600 0.00
H 7.89272 15.25266 6.50995 0.00
H 9.58412 15.26136 5.92017 0.00
H 9.04991 16.55758 6.85151 0.00
H 7.60475 13.64598 8.13245 0.00
H 14.73155 9.65805 10.51137 0.00
H 16.37770 10.64278 11.86709 0.00
H 15.92853 12.06113 12.88340 0.00
H 16.62836 12.29909 11.32580 0.00
H 13.61731 7.86980 10.18970 0.00
H 12.08341 7.31614 9.44882 0.00
H 12.04744 8.18878 10.95834 0.00
H 14.43855 9.39041 8.32881 0.00
H 13.32406 10.20717 7.34502 0.00
H 13.25536 8.44896 7.43676 0.00
H 10.22732 9.41291 9.38528 0.00
H 10.87752 8.69947 7.91321 0.00
H 10.82894 10.50025 8.10439 0.00
H 12.00225 15.33361 15.82312 0.00
H 11.93050 17.64143 15.25874 0.00
H 11.11389 18.18204 13.77362 0.00
H 12.81688 17.81697 13.73952 0.00
H 12.98688 11.59863 14.16784 0.00
H 13.08060 11.03097 15.85243 0.00
H 13.69398 12.58597 15.35584 0.00
H 10.49715 11.13644 14.16572 0.00
H 9.43148 12.11257 15.25549 0.00
H 10.52792 10.74394 15.91800 0.00
H 12.33263 13.70536 17.12379 0.00
H 11.45891 12.24886 17.53781 0.00
H 10.57695 13.69364 17.05880 0.00
H 6.35900 13.39602 10.36267 0.00
H 7.32124 13.67380 11.82755 0.00
H 6.27193 12.26743 11.70271 0.00
H 6.99655 11.52228 8.77633 0.00
H 7.07517 10.27560 10.06910 0.00
H 8.46163 10.56326 9.04785 0.00
H 9.13432 12.25569 12.43075 0.00
H 9.83652 11.09347 11.30404 0.00
H 8.30858 10.72318 12.07736 0.00
C 18.26344 13.09384 6.77878 0.00
S 16.71178 12.44923 7.54199 0.00
C 15.87687 13.94540 7.81053 0.00
S 14.16971 13.74498 8.22584 -0.01
N 16.43627 15.06192 7.55350 0.00
N 15.63561 16.18930 7.74008 0.00
C 15.95591 17.29738 7.20093 0.00
C 15.14896 18.48278 7.41433 0.00
C 15.39436 19.63504 6.66373 0.00
C 14.56913 20.72104 6.84143 0.00
C 13.50410 20.61317 7.72276 0.00
C 13.30288 19.42424 8.44436 0.00
N 14.13957 18.36876 8.32061 0.00
H 18.75703 12.31874 6.22178 0.00
H 18.91708 13.43690 7.59408 0.00
H 18.01786 13.97571 6.16386 0.00
H 16.83739 17.35004 6.53118 0.00
H 16.22098 19.68246 5.98223 0.00
H 14.79753 21.63755 6.32194 0.00
H 12.84678 21.41195 7.88181 0.00
H 12.51913 19.30401 9.18248 0.00
F 16.08631 18.86178 10.52443 0.00
B 16.06722 17.78338 11.33929 0.00
F 17.02959 17.74852 12.26320 0.00
F 14.68566 17.65812 11.76153 0.00
F 16.19800 16.52206 10.60988 0.00
```

Properties
Gap between HOMO and LUMO (alpha / beta)   7.3 / 7.3 eV
Charge   +1
Highest occupied orbital energy (alpha / beta)   -10.522 / -10.538 eV
ΔE to the lowest compared entry with this formula, charge and spin   0.211 eV
Lowest unoccupied orbital energy (alpha / beta)   -3.2 / -3.2 eV
F_max   1.97 eV/Å
Electronic energy   -132150.7760 eV
2S+1   4
Expectation value of S²   3.75

Q: Among the records above, which one has the lowest F_max?
A: C35H46N6O4S2

Q: Among the records above, which one has the highest electronic energy?
A: C35H46N6O4S2

Q: Look up the F_max of the first one.
A: 1.25 eV/Å

Q: electronic energy of number 2 (C35H47B2F4N9NdS5)?
A: -132150.7760 eV